{"formula": "C7H9FO2", "method": "ωB97M-V with the def2-TZVPD basis set", "species": ["C", "C", "C", "C", "C", "C", "C", "O", "O", "F", "H", "H", "H", "H", "H", "H", "H", "H", "H"], "xyz": [[1.831, 1.306, 0.340], [0.663, 1.303, 1.184], [2.137, 0.259, -0.481], [-0.262, 0.376, 1.188], [1.480, -1.054, -0.462], [-0.347, -0.805, 0.284], [-2.413, -0.278, -0.563], [2.243, -1.892, 0.311], [-1.168, -0.803, -0.834], [-0.586, -1.925, 1.032], [2.459, 2.176, 0.440], [0.538, 2.109, 1.918], [2.970, 0.247, -1.039], [-1.194, 0.505, 1.800], [1.402, -1.452, -1.449], [-3.061, -0.858, -0.023], [-2.798, -0.105, -1.568], [-2.328, 0.733, -0.193], [1.587, -2.488, 0.699]], "forces_ev_per_angstrom": [[0.59, -1.47, -1.36], [0.22, 0.72, 0.85], [-2.46, 1.92, 3.08], [-3.19, -0.75, 0.16], [-3.70, 1.36, 1.25], [4.83, -0.59, -2.54], [-0.04, 2.71, -2.97], [-0.30, -0.86, 1.07], [2.02, -0.51, 1.50], [-0.16, -0.40, 0.31], [0.24, 0.04, -0.41], [0.18, -0.18, -0.41], [3.14, 0.41, -1.91], [1.15, -0.11, -0.19], [-0.82, -0.30, -0.89], [-1.42, -1.67, 1.58], [-0.63, -0.25, 0.05], [-0.06, 0.28, 0.66], [0.41, -0.36, 0.18]], "nbo_charge": [-0.223, -0.191, -0.157, -0.267, 0.068, 0.581, -0.261, -0.704, -0.510, -0.370, 0.214, 0.217, 0.195, 0.209, 0.168, 0.176, 0.194, 0.174, 0.487], "multiplicity": 1, "homo_lumo_gap_ev": 9.24, "largest_force_ev_per_a": 5.49, "lumo_ev": 0.30}

***

{"formula": "C7H9N", "method": "ωB97M-V with the def2-TZVPD basis set", "species": ["C", "C", "C", "N", "C", "C", "H", "H", "H", "H", "H", "C", "C", "H", "H", "H", "H"], "xyz": [[-1.742, -0.684, -1.010], [-1.472, 0.746, -0.907], [-1.294, 1.327, 0.371], [-0.890, 0.726, 1.405], [-0.800, -0.634, 1.238], [-1.171, -1.337, 0.147], [-2.013, -1.179, -1.962], [-1.840, 1.603, -1.430], [-1.356, 2.514, 0.561], [-0.593, -1.000, 2.296], [-0.836, -2.388, 0.021], [2.388, -0.587, 0.146], [2.482, 0.652, -0.393], [1.810, -0.677, 1.225], [2.251, -1.516, -0.559], [2.450, 1.363, 0.360], [2.625, 1.072, -1.510]], "forces_ev_per_angstrom": [[3.10, 3.02, 1.04], [-3.02, -1.10, 1.14], [0.78, 3.89, -1.48], [0.04, -2.81, 1.70], [0.12, 1.50, 4.00], [-0.29, -1.47, -2.77], [0.12, 0.28, 0.90], [-0.25, -0.46, -2.02], [-0.03, -2.62, -1.12], [0.33, -0.76, -1.97], [-0.94, 0.52, 0.59], [-3.09, -0.85, -0.79], [0.52, -1.28, -1.84], [2.32, 0.16, -2.65], [0.62, 1.66, 1.59], [-0.22, 1.97, 0.93], [-0.11, -1.65, 2.73]], "nbo_charge": [-0.150, -0.274, 0.056, -0.425, -0.012, -0.277, 0.232, 0.222, 0.184, 0.217, 0.228, -0.424, -0.389, 0.219, 0.193, 0.185, 0.213], "multiplicity": 1, "homo_lumo_gap_ev": 10.14, "largest_force_ev_per_a": 4.45, "smiles": "c1ccncc1.C=C", "lumo_ev": 0.54}

***

{"formula": "C7H9N", "method": "ωB97M-V with the def2-TZVPD basis set", "species": ["C", "C", "C", "N", "C", "C", "H", "H", "H", "H", "H", "C", "C", "H", "H", "H", "H"], "xyz": [[-0.340, -0.382, 0.046], [0.714, -1.245, -0.344], [2.006, -1.106, 0.184], [2.396, -0.247, 1.116], [1.283, 0.606, 1.502], [0.013, 0.716, 0.854], [-1.279, -0.486, -0.401], [0.525, -2.058, -1.019], [2.788, -1.797, -0.229], [1.709, 1.394, 2.192], [-0.474, 1.582, 1.179], [-3.153, 0.501, -1.806], [-2.104, 0.986, -1.102], [-3.010, -0.388, -2.472], [-4.049, 0.737, -1.305], [-1.164, 0.508, -1.392], [-2.332, 1.769, -0.367]], "forces_ev_per_angstrom": [[3.45, -0.95, 0.79], [-0.95, 0.87, 1.14], [0.92, -0.86, -0.65], [-4.08, 1.34, 0.46], [2.94, 0.25, -1.47], [3.51, -2.33, 1.72], [-0.62, -1.28, 0.82], [-0.09, -0.18, -0.20], [-0.64, 0.72, 0.52], [-1.18, -0.88, -0.65], [-1.55, 0.75, 0.03], [2.03, -0.92, 1.39], [-1.90, 0.21, -3.18], [-0.51, 1.20, 0.41], [-1.74, 0.11, -0.56], [-0.45, 2.45, -0.40], [0.87, -0.49, -0.16]], "nbo_charge": [-0.169, -0.277, 0.039, -0.406, 0.021, -0.286, 0.231, 0.217, 0.188, 0.203, 0.229, -0.403, -0.414, 0.200, 0.193, 0.217, 0.217], "multiplicity": 1, "homo_lumo_gap_ev": 10.20, "largest_force_ev_per_a": 4.55, "smiles": "c1ccncc1.C=C", "lumo_ev": 0.65}

***

{"formula": "C7H9N", "method": "ωB97M-V with the def2-TZVPD basis set", "species": ["C", "C", "C", "C", "C", "C", "C", "H", "H", "H", "H", "H", "H", "H", "H", "H", "N"], "xyz": [[1.113, -0.417, 0.889], [2.046, 0.914, -0.506], [-0.567, 1.390, -0.091], [-1.693, 0.285, 0.160], [-1.016, -0.941, -0.361], [0.389, -1.454, 0.109], [0.699, 0.495, -0.406], [2.152, -0.599, 1.155], [0.705, -0.003, 1.892], [2.561, 0.226, -1.157], [-0.671, 2.107, -0.919], [-2.433, 0.586, -0.672], [-2.089, 0.217, 1.202], [-1.764, -1.534, -0.996], [0.766, -2.524, 0.136], [-0.462, 2.030, 0.739], [0.263, -0.779, -1.175]], "forces_ev_per_angstrom": [[-0.49, 1.65, 1.84], [-0.64, 0.99, 0.92], [0.85, -1.70, -0.43], [0.62, 2.42, -2.21], [0.35, -3.05, -1.98], [-1.50, -2.41, -0.15], [0.33, 1.11, -0.30], [0.26, -0.15, -0.71], [0.24, -0.62, -1.84], [0.39, -0.70, -0.21], [-0.58, -0.74, -0.11], [0.24, -0.81, 1.94], [0.21, 0.20, -1.06], [1.52, -0.10, 1.53], [-1.01, 1.22, 0.01], [0.68, 0.48, 1.26], [-1.47, 2.22, 1.50]], "nbo_charge": [-0.407, -0.136, -0.399, -0.448, -0.111, -0.100, -0.013, 0.265, 0.237, 0.134, 0.226, 0.230, 0.234, 0.230, 0.217, 0.224, -0.384], "multiplicity": 1, "homo_lumo_gap_ev": 8.91, "largest_force_ev_per_a": 3.65, "lumo_ev": 0.53}

***

{"formula": "C7H9N", "method": "ωB97M-V with the def2-TZVPD basis set", "species": ["C", "C", "C", "C", "C", "C", "C", "H", "H", "H", "H", "H", "H", "H", "H", "H", "N"], "xyz": [[-2.804, 0.030, -0.043], [-1.350, -0.101, 0.081], [-0.482, 1.155, 0.044], [0.790, 0.761, -0.024], [2.251, 0.736, 0.079], [2.088, -0.771, -0.203], [-0.570, -1.095, 0.041], [-3.015, 0.818, -0.813], [-3.381, -0.841, -0.519], [-3.212, 0.288, 0.992], [-0.856, 2.146, -0.204], [2.559, 0.840, 1.276], [2.978, 1.303, -0.639], [2.807, -1.220, 0.448], [2.398, -1.295, -1.151], [-0.935, -2.040, 0.404], [0.733, -0.713, 0.231]], "forces_ev_per_angstrom": [[-2.20, -0.20, -0.12], [-1.41, 6.89, -1.33], [-1.65, 0.34, -1.34], [-1.90, -3.20, 2.44], [2.89, 1.10, 0.46], [3.10, -1.64, -0.36], [2.84, -5.43, 1.68], [0.04, -0.18, 1.10], [1.11, 0.75, 1.19], [-0.06, -0.18, -1.62], [-0.06, -0.20, 0.38], [-0.50, 0.06, -3.34], [-1.58, -0.69, 1.52], [0.04, -1.20, 1.09], [-0.95, 1.27, 0.09], [0.28, -0.82, -0.69], [0.02, 3.32, -1.16]], "nbo_charge": [-0.633, -0.074, -0.271, 0.132, -0.423, -0.201, -0.056, 0.222, 0.222, 0.220, 0.213, 0.225, 0.228, 0.176, 0.197, 0.206, -0.384], "multiplicity": 1, "homo_lumo_gap_ev": 9.22, "largest_force_ev_per_a": 7.16, "lumo_ev": 0.95}

***

{"formula": "C7H9N", "method": "ωB97M-V with the def2-TZVPD basis set", "species": ["C", "C", "C", "C", "C", "C", "C", "H", "H", "H", "H", "H", "H", "H", "H", "H", "N"], "xyz": [[-2.492, 0.115, -0.260], [-0.281, -0.519, -0.130], [0.772, -1.444, 0.051], [1.957, -0.743, 0.161], [2.027, 0.792, -0.117], [0.749, 1.453, 0.118], [-0.157, 0.486, 0.975], [-1.925, 0.842, -0.982], [-3.776, 0.537, 0.056], [-2.410, -1.174, -0.760], [-0.196, 0.204, -1.042], [0.750, -2.448, -0.336], [2.969, -1.261, 0.260], [2.970, 1.176, -0.321], [0.282, 2.548, -0.228], [0.205, -0.290, 1.824], [-1.443, -0.275, 0.733]], "forces_ev_per_angstrom": [[-1.05, -1.95, -1.46], [-1.54, 1.16, 0.72], [2.88, 0.04, -1.29], [1.63, 0.54, -0.58], [-5.63, -1.83, 2.54], [0.87, 0.59, 0.58], [0.32, -1.16, 0.67], [-2.03, -1.11, 0.79], [4.51, -1.46, -0.60], [-1.58, 4.36, 0.69], [-0.65, -1.97, 0.48], [0.17, -0.51, 0.40], [-1.55, 0.63, -0.42], [1.18, 1.01, -0.69], [1.98, -2.90, 1.10], [0.12, 3.29, -1.21], [0.38, 1.28, -1.71]], "nbo_charge": [-0.424, -0.137, -0.240, -0.181, -0.286, -0.192, -0.172, 0.179, 0.226, 0.209, 0.237, 0.224, 0.216, 0.227, 0.255, 0.250, -0.390], "multiplicity": 1, "homo_lumo_gap_ev": 8.76, "largest_force_ev_per_a": 6.44, "lumo_ev": 0.53}

***

{"formula": "C7H9N2O2", "method": "ωB97M-V with the def2-TZVPD basis set", "species": ["C", "C", "C", "N", "C", "O", "C", "C", "O", "N", "C", "H", "H", "H", "H", "H", "H", "H", "H", "H"], "xyz": [[-1.110, 0.280, -1.805], [-1.090, 0.450, -0.508], [-1.990, 1.479, 0.120], [-0.153, -0.103, 0.343], [-0.391, -0.666, 1.636], [-1.546, -0.621, 2.177], [0.690, -1.493, 1.966], [1.673, -1.516, 0.922], [2.755, -2.049, 0.719], [1.109, -0.692, -0.148], [1.952, 0.207, -0.882], [-0.323, -0.366, -2.203], [-1.939, 0.500, -2.562], [-2.045, 1.487, 1.221], [-2.924, 1.248, -0.251], [-1.723, 2.531, -0.236], [0.776, -2.018, 2.826], [2.921, -0.339, -1.070], [1.398, 0.531, -1.923], [1.961, 1.149, -0.343]], "forces_ev_per_angstrom": [[-0.29, -1.50, -3.33], [0.04, 0.98, 1.81], [1.32, 1.51, 0.88], [2.72, -0.29, 0.31], [-2.60, -1.18, 0.12], [1.93, 0.68, -0.67], [1.25, 1.64, -2.83], [-1.75, 1.11, -0.36], [0.48, -0.24, 0.37], [-2.01, -0.28, 0.15], [-1.24, 0.23, -2.30], [-0.49, -0.05, -0.09], [1.29, 0.39, 1.63], [0.26, -0.30, -0.60], [-2.38, -0.12, -0.64], [-0.15, -1.37, 0.38], [0.07, -1.51, 2.43], [-0.99, 0.99, 0.32], [1.63, -1.05, 2.22], [0.91, 0.37, 0.19]], "nbo_charge": [-0.547, 0.211, -0.638, -0.321, 0.603, -0.745, -0.598, 0.626, -0.706, -0.318, -0.426, 0.201, 0.200, 0.253, 0.207, 0.195, 0.207, 0.240, 0.179, 0.176], "multiplicity": 1, "homo_lumo_gap_ev": 7.40, "largest_force_ev_per_a": 3.66, "smiles": "C=C(C)n1c(=O)cc([O-])n1C", "total_charge": -1, "lumo_ev": 3.74}

***

{"formula": "C7H9N3", "method": "ωB97M-V with the def2-TZVPD basis set", "species": ["C", "N", "C", "C", "C", "C", "C", "N", "C", "N", "H", "H", "H", "H", "H", "H", "H", "H", "H"], "xyz": [[-1.885, -1.720, -0.175], [-0.925, -0.803, 0.372], [-1.400, 0.477, -0.058], [-0.603, 1.549, -0.193], [0.911, 1.625, 0.041], [1.006, 0.338, 0.893], [0.473, -0.741, 0.078], [1.820, -0.869, 0.865], [2.907, -0.763, 0.021], [3.895, -0.592, -0.610], [-1.533, -2.793, 0.014], [-2.767, -1.461, 0.304], [-1.914, -1.617, -1.320], [-2.411, 0.705, -0.398], [-1.008, 2.541, -0.277], [1.404, 1.785, -0.908], [0.979, 2.570, 0.735], [0.294, 0.400, 1.681], [0.758, -0.631, -1.067]], "forces_ev_per_angstrom": [[3.06, -3.17, -2.37], [-0.53, 0.21, -0.41], [1.32, 2.10, 0.22], [0.54, 0.42, 0.14], [-1.28, 1.32, 3.04], [0.24, 1.61, -2.42], [1.05, 0.39, -3.26], [-0.21, -0.52, -0.04], [2.01, 0.44, -1.06], [-3.08, -0.68, 1.83], [-0.88, 1.41, 0.01], [-2.01, -0.12, 0.52], [-0.40, -0.16, 1.43], [-0.13, -1.05, 0.70], [-0.72, 0.01, -0.68], [0.65, -0.35, 0.15], [0.61, -1.59, -1.42], [0.58, 0.18, 1.43], [-0.82, -0.45, 2.20]], "nbo_charge": [-0.396, -0.443, -0.053, -0.243, -0.444, -0.087, 0.118, -0.420, 0.403, -0.356, 0.211, 0.209, 0.174, 0.234, 0.215, 0.246, 0.217, 0.234, 0.183], "multiplicity": 1, "homo_lumo_gap_ev": 9.87, "largest_force_ev_per_a": 5.00, "smiles": "CN1C=CC[C@H]2[C@H]1N2C#N", "lumo_ev": 0.82}

***

{"formula": "C7H9N3O", "method": "ωB97M-V with the def2-TZVPD basis set", "species": ["C", "C", "C", "N", "N", "N", "H", "H", "H", "H", "H", "C", "C", "C", "O", "C", "H", "H", "H", "H"], "xyz": [[-2.014, 1.653, -0.125], [-1.755, 0.184, 0.009], [-1.772, -0.687, 1.068], [-1.458, -1.933, 0.624], [-1.247, -1.890, -0.653], [-1.420, -0.612, -1.034], [-1.310, 2.238, 0.496], [-3.037, 1.902, 0.194], [-1.900, 1.993, -1.166], [-1.989, -0.494, 2.112], [-1.305, -0.361, -1.998], [1.499, 0.589, 0.164], [1.295, -0.829, 0.056], [2.519, -1.373, -0.075], [3.475, -0.413, -0.057], [2.833, 0.775, 0.090], [0.741, 1.368, 0.281], [0.480, -1.355, 0.085], [2.896, -2.410, -0.193], [3.472, 1.656, 0.122]], "forces_ev_per_angstrom": [[0.06, 0.25, 0.05], [-0.01, 0.10, -0.24], [-0.08, 0.01, 0.20], [-0.39, -0.03, -0.22], [-0.71, 0.11, -0.05], [-0.34, -0.21, 0.40], [-0.37, -0.28, -0.26], [0.33, -0.09, -0.07], [-0.01, -0.17, 0.35], [0.07, -0.05, -0.26], [0.07, 0.01, -0.13], [-0.37, 0.20, 0.04], [4.45, 2.57, 0.00], [0.63, -0.93, -0.13], [0.22, 0.31, -0.02], [0.48, 0.33, -0.03], [0.48, -0.42, -0.04], [-3.76, -2.39, 0.27], [-0.48, 1.04, 0.14], [-0.28, -0.36, -0.01]], "nbo_charge": [-0.648, 0.116, -0.136, -0.235, -0.075, -0.337, 0.233, 0.239, 0.225, 0.222, 0.418, -0.317, -0.310, 0.095, -0.413, 0.083, 0.214, 0.214, 0.208, 0.203], "multiplicity": 1, "homo_lumo_gap_ev": 9.36, "largest_force_ev_per_a": 5.14, "smiles": "Cc1cnn[nH]1.c1ccoc1", "lumo_ev": 0.66}

***

{"formula": "C7H9N3O", "method": "ωB97M-V with the def2-TZVPD basis set", "species": ["C", "C", "C", "C", "C", "C", "C", "N", "N", "N", "O", "H", "H", "H", "H", "H", "H", "H", "H", "H"], "xyz": [[-1.943, 1.797, -0.250], [-0.881, 1.466, -1.034], [-1.570, -0.261, 0.163], [-0.528, -2.455, -0.081], [0.332, -1.887, -0.960], [-1.567, -1.665, 0.631], [2.227, 1.317, 0.326], [-2.360, 0.716, 0.482], [-0.633, 0.142, -0.779], [0.320, -0.586, -1.308], [2.004, 0.002, 0.268], [-2.441, 2.741, -0.156], [-0.293, 2.020, -1.734], [-0.476, -3.512, 0.131], [1.108, -2.454, -1.449], [-1.372, -1.691, 1.711], [-2.560, -2.112, 0.503], [1.302, 1.905, 0.486], [2.771, 1.711, -0.551], [2.856, 1.515, 1.216]], "forces_ev_per_angstrom": [[0.32, -0.01, -0.27], [-0.18, 0.46, -0.04], [0.15, 0.00, -0.23], [-0.08, -0.03, 0.00], [-0.14, -0.18, 0.14], [-0.06, -0.04, 0.17], [-0.14, 1.49, -0.26], [-0.25, -0.29, 0.37], [-1.30, 0.06, 1.01], [1.17, -0.03, -0.96], [0.04, -1.33, 0.22], [-0.05, 0.22, -0.07], [0.14, 0.08, -0.16], [0.11, -0.11, -0.03], [0.06, -0.05, 0.01], [-0.04, 0.00, -0.01], [0.05, 0.05, 0.00], [0.21, -0.10, 0.01], [0.01, -0.05, 0.17], [-0.02, -0.14, -0.07]], "nbo_charge": [-0.076, -0.110, 0.347, -0.137, -0.058, -0.504, -0.303, -0.446, -0.185, -0.137, -0.334, 0.211, 0.230, 0.213, 0.215, 0.253, 0.250, 0.174, 0.167, 0.228], "multiplicity": 1, "homo_lumo_gap_ev": [6.96, 7.92], "largest_force_ev_per_a": 1.65, "lumo_ev": [-1.03, -1.00]}

***

The relative energy (zero: lowest compared OMol25 entry of this formula, charge and spin) results, record by record, are as follows: 177.89; 403.19; 374.57; 650.59; 397.96; 933.94; 141.55; 548.58; 211.31; 410.40 kJ/mol.